1.
{
  "formula": "C48H71N10O13",
  "method": "the ωB97M-V functional and the def2-TZVPD basis",
  "symbols": ["C", "C", "C", "N", "C", "C", "C", "C", "C", "C", "H", "H", "H", "H", "H", "H", "H", "H", "H", "H", "H", "H", "H", "H", "H", "H", "H", "H", "H", "H", "C", "O", "N", "N", "H", "H", "H", "H", "C", "O", "N", "N", "H", "H", "H", "H", "C", "O", "N", "N", "H", "H", "H", "H", "C", "C", "C", "C", "C", "C", "O", "O", "H", "H", "H", "H", "H", "H", "C", "C", "C", "C", "C", "C", "O", "O", "H", "H", "H", "H", "H", "H", "C", "C", "C", "C", "C", "C", "O", "O", "H", "H", "H", "H", "H", "H", "C", "C", "C", "C", "C", "C", "O", "O", "H", "H", "H", "H", "H", "H", "C", "C", "C", "C", "C", "C", "O", "O", "H", "H", "H", "H", "H", "H", "C", "C", "N", "H", "H", "H", "C", "C", "N", "H", "H", "H", "C", "C", "N", "H", "H", "H"],
  "xyz": [[2.031, -1.174, 2.423], [0.835, -0.522, 1.927], [1.158, 0.333, 0.682], [-0.205, 0.665, -0.062], [-1.207, 1.416, 0.878], [-2.343, 2.096, 0.098], [-1.860, 2.979, -1.010], [-0.846, 2.269, -1.857], [0.190, 1.680, -1.143], [-0.816, -0.648, -0.701], [2.491, -1.904, 1.757], [1.774, -1.693, 3.346], [2.690, -0.393, 2.802], [0.519, 0.224, 2.656], [0.057, -1.272, 1.783], [1.760, -0.292, 0.023], [1.649, 1.218, 1.086], [-0.629, 2.220, 1.334], [-1.476, 0.756, 1.703], [-2.983, 2.703, 0.739], [-2.952, 1.324, -0.371], [-1.526, 3.931, -0.598], [-2.667, 3.367, -1.631], [-0.345, 2.915, -2.577], [-1.418, 1.501, -2.378], [0.818, 2.393, -0.608], [0.951, 1.194, -1.753], [-1.538, -0.310, -1.445], [-1.299, -1.265, 0.057], [-0.019, -1.249, -1.139], [5.350, 2.001, -1.187], [5.037, 0.951, -1.656], [4.754, 2.594, -0.243], [6.262, 2.626, -1.769], [5.142, 3.489, 0.020], [3.938, 2.152, 0.154], [6.637, 2.145, -2.574], [6.447, 3.593, -1.541], [2.058, 4.973, -1.686], [2.158, 5.405, -0.554], [2.604, 3.910, -2.179], [1.484, 5.652, -2.592], [2.933, 3.431, -1.353], [2.590, 3.715, -3.169], [1.346, 5.351, -3.546], [1.120, 6.564, -2.357], [-1.011, -0.917, 5.413], [-0.824, -1.197, 4.239], [-1.800, 0.064, 5.882], [-0.353, -1.517, 6.397], [-1.684, 0.474, 6.798], [-2.368, 0.440, 5.136], [-0.435, -1.270, 7.373], [0.230, -2.208, 5.947], [-3.057, -1.731, -4.394], [-2.316, -2.787, -4.887], [-1.957, -3.808, -4.018], [-2.210, -3.743, -2.618], [-3.012, -2.712, -2.134], [-3.454, -1.725, -3.074], [-4.280, -0.765, -2.743], [-1.215, -4.789, -4.598], [-3.405, -0.917, -5.012], [-2.124, -2.787, -5.950], [-1.789, -4.445, -1.914], [-3.321, -2.618, -1.104], [-4.819, -1.122, -2.033], [-1.298, -5.619, -4.123], [3.037, -5.847, 3.355], [2.940, -4.541, 3.862], [2.254, -4.278, 5.094], [1.902, -5.399, 5.881], [2.173, -6.689, 5.444], [2.573, -6.872, 4.200], [2.657, -8.166, 3.826], [2.141, -2.992, 5.648], [3.560, -6.051, 2.433], [3.235, -3.687, 3.270], [1.417, -5.233, 6.832], [2.006, -7.533, 6.098], [2.202, -8.237, 2.983], [2.815, -2.412, 5.285], [2.989, 2.856, 3.160], [4.032, 3.052, 4.050], [4.893, 4.187, 3.912], [4.555, 5.182, 2.987], [3.399, 5.026, 2.219], [2.666, 3.848, 2.201], [1.761, 3.644, 1.280], [5.991, 4.316, 4.713], [2.407, 1.947, 3.115], [4.450, 2.245, 4.633], [5.043, 6.141, 2.888], [3.142, 5.880, 1.609], [1.671, 4.437, 0.746], [6.576, 5.045, 4.493], [0.976, -0.538, -3.972], [0.627, -0.525, -5.303], [1.509, -0.110, -6.263], [2.703, 0.428, -5.865], [3.173, 0.350, -4.451], [2.295, -0.226, -3.552], [2.703, -0.527, -2.292], [1.139, -0.219, -7.580], [0.322, -0.946, -3.215], [-0.344, -0.884, -5.611], [3.398, 0.582, -6.678], [4.213, 0.552, -4.243], [3.445, 0.032, -2.047], [0.743, -1.086, -7.691], [-5.177, -0.331, 0.904], [-4.719, -1.330, 1.836], [-4.967, -2.642, 1.444], [-5.760, -3.026, 0.349], [-6.388, -1.993, -0.416], [-6.107, -0.665, -0.134], [-6.740, 0.334, -0.711], [-4.509, -3.603, 2.279], [-4.987, 0.718, 1.078], [-4.050, -1.011, 2.622], [-5.972, -4.070, 0.175], [-7.104, -2.069, -1.221], [-7.019, 0.875, 0.032], [-4.292, -4.477, 1.946], [1.813, -3.909, -4.469], [1.500, -3.794, -2.983], [1.253, -3.771, -1.821], [0.964, -3.548, -5.049], [2.028, -4.937, -4.760], [2.644, -3.289, -4.805], [-4.832, 3.365, 3.743], [-4.097, 2.112, 3.771], [-3.568, 1.069, 3.776], [-5.001, 3.677, 2.713], [-4.231, 4.032, 4.362], [-5.787, 3.208, 4.245], [-4.765, 2.703, -3.814], [-3.768, 2.136, -4.739], [-3.010, 1.703, -5.495], [-4.637, 2.261, -2.826], [-5.772, 2.452, -4.146], [-4.486, 3.752, -3.713]],
  "forces_ev_per_a": [[1.35, -0.63, 1.85], [-1.34, 1.45, -1.09], [-2.08, -1.77, 0.64], [0.51, 0.11, 0.10], [0.89, 0.17, -0.30], [-0.39, -1.14, -0.21], [0.06, 1.67, -0.03], [-2.85, 1.20, -2.24], [4.09, -2.34, 2.75], [0.47, 1.41, 0.74], [0.19, 0.32, -0.16], [-0.20, -0.31, -0.06], [0.83, -0.14, -0.47], [-0.47, -0.52, 0.35], [-0.20, 0.31, -0.14], [-0.03, 0.58, -0.52], [-0.20, 0.31, -0.86], [0.44, -0.05, -0.02], [-0.40, -0.19, -0.36], [0.07, -0.38, 0.42], [-0.36, -0.20, 0.21], [0.82, 0.00, 0.26], [-0.37, -0.56, -0.11], [-0.43, 0.12, -0.34], [0.14, 0.00, -0.66], [-0.36, 0.34, 0.34], [-0.34, -0.44, -0.30], [0.10, -0.28, 0.08], [-0.04, 0.42, 0.12], [0.11, 0.32, -0.05], [-1.36, -2.17, -1.12], [-2.21, -4.94, -1.03], [-2.57, 2.45, 4.32], [5.62, 4.03, -2.93], [-0.86, -0.15, 0.82], [0.34, 0.43, 0.50], [0.28, 0.59, 0.14], [0.48, -0.27, -0.51], [0.59, 1.23, 0.29], [0.07, 0.00, 2.12], [1.39, -2.98, 1.19], [-3.65, 4.34, -3.94], [0.95, -1.46, -1.11], [0.35, -0.70, 0.61], [0.09, 0.04, 0.30], [0.04, -0.20, -0.05], [0.34, 0.95, 1.12], [-0.56, -0.14, -0.69], [-1.17, 0.84, -1.06], [1.01, -1.39, -0.17], [-0.24, -0.14, -0.47], [-0.15, 0.62, 0.64], [0.22, -0.51, -0.42], [0.72, -0.33, 1.32], [0.12, -0.21, 0.12], [-0.54, 0.36, 0.55], [0.36, 0.44, 0.66], [-0.38, 0.51, -0.98], [-0.09, 0.87, -1.90], [1.88, -2.48, 0.04], [-1.70, 2.00, 1.18], [0.39, -0.79, -0.11], [0.03, -0.02, -0.18], [0.34, -0.48, 0.01], [0.06, -0.31, -0.21], [0.07, -0.13, 0.19], [-0.43, 0.39, 0.52], [0.01, -0.05, 0.17], [-0.35, 0.98, 1.61], [-1.45, 0.16, 0.62], [1.44, -1.35, -0.18], [0.21, 1.53, -0.20], [-1.56, 1.60, 2.73], [1.78, -0.09, -2.70], [0.07, -1.37, -0.98], [-0.37, -1.08, -0.37], [-0.20, -0.09, -0.09], [0.31, 0.00, -0.12], [0.18, 0.05, 0.20], [-0.23, -0.07, -0.13], [0.17, -0.34, -0.21], [0.08, -0.05, -0.18], [-0.32, 0.90, -0.92], [1.98, 0.74, -0.85], [-0.75, 0.48, -0.45], [-1.12, -0.71, 0.54], [0.79, 0.39, 0.08], [2.42, 0.24, 2.46], [-2.35, -1.62, -0.66], [-0.10, -0.96, 0.53], [0.03, -0.23, 0.35], [-0.45, -0.08, 0.44], [0.46, -0.09, 0.27], [-0.24, -0.22, -0.35], [0.15, 0.67, -0.82], [-0.33, 0.15, -0.33], [0.90, -0.47, 0.62], [-0.89, -0.35, 1.18], [-0.01, 0.47, 0.09], [1.70, -0.83, 1.77], [-1.61, -0.24, -3.48], [0.13, 0.57, -0.62], [-1.26, -0.23, 0.30], [0.60, 0.23, -0.23], [-0.26, -0.05, -0.12], [-0.22, 0.03, 0.11], [0.33, 0.61, 0.16], [-0.05, 0.12, 0.23], [1.00, 0.30, 0.20], [-0.18, 0.00, -0.17], [-0.81, -2.03, 0.94], [-0.30, 1.87, -3.19], [-0.54, -1.33, -0.17], [-0.51, 2.14, -0.38], [0.79, -0.08, 0.39], [2.79, -1.78, 3.06], [-1.46, 1.78, -1.37], [0.73, -0.14, 1.36], [0.15, 0.14, 0.13], [-0.11, -0.47, 0.26], [0.03, -0.01, -0.06], [-0.14, -0.91, -0.04], [-0.27, 0.55, -0.35], [-0.34, 0.21, -0.61], [-0.38, 0.39, 0.78], [-0.31, -0.18, 2.39], [0.81, 0.06, -4.32], [-0.19, -0.21, 0.27], [-0.14, 0.00, 0.31], [0.19, 0.07, 0.62], [0.16, -0.37, 0.55], [0.87, -2.84, -0.34], [-1.17, 2.61, -0.21], [0.18, 0.29, 0.21], [-0.24, 0.56, -0.39], [-0.03, 0.06, -0.07], [0.97, -0.46, 0.09], [0.14, -0.49, -0.41], [-0.48, 0.35, 0.67], [0.05, -0.21, -0.03], [0.08, 0.54, -0.10], [-0.75, 0.17, -0.15]],
  "energy_ev": -92438.4405,
  "lumo_ha": -0.0685,
  "homo_lumo_gap_ev": 7.8,
  "total_charge": 1,
  "largest_force_ha_per_bohr": 0.1459
}

2.
{
  "formula": "C20H40Br20",
  "method": "the ωB97M-V functional and the def2-TZVPD basis",
  "symbols": ["Br", "C", "C", "Br", "H", "H", "H", "H", "Br", "C", "C", "Br", "H", "H", "H", "H", "Br", "C", "C", "Br", "H", "H", "H", "H", "Br", "C", "C", "Br", "H", "H", "H", "H", "Br", "C", "C", "Br", "H", "H", "H", "H", "Br", "C", "C", "Br", "H", "H", "H", "H", "Br", "C", "C", "Br", "H", "H", "H", "H", "Br", "C", "C", "Br", "H", "H", "H", "H", "Br", "C", "C", "Br", "H", "H", "H", "H", "Br", "C", "C", "Br", "H", "H", "H", "H"],
  "xyz": [[2.811, 0.025, -5.578], [0.851, 0.362, -5.860], [0.418, 1.602, -5.102], [1.000, 1.697, -3.223], [0.340, -0.538, -5.538], [0.702, 0.549, -6.920], [-0.664, 1.685, -5.042], [0.846, 2.478, -5.581], [4.583, -0.002, -1.725], [5.113, 0.954, -0.111], [6.045, 0.193, 0.799], [7.676, -0.330, -0.121], [4.189, 1.128, 0.434], [5.493, 1.942, -0.367], [5.473, -0.677, 1.136], [6.322, 0.712, 1.712], [0.494, -0.233, 1.909], [-0.236, -0.254, 0.074], [-1.673, 0.236, 0.111], [-2.334, 0.362, -1.750], [-0.226, -1.279, -0.294], [0.365, 0.315, -0.629], [-1.696, 1.286, 0.370], [-2.337, -0.432, 0.647], [-6.902, 2.299, 1.003], [-5.174, 1.773, 0.215], [-4.921, 0.289, 0.443], [-4.411, 0.101, 2.350], [-4.517, 2.419, 0.784], [-5.190, 2.085, -0.824], [-4.018, -0.048, -0.055], [-5.764, -0.367, 0.280], [-1.321, -2.979, 4.013], [-0.844, -1.088, 3.943], [-1.795, -0.303, 4.807], [-1.767, 1.580, 4.169], [-1.009, -0.786, 2.910], [0.204, -0.895, 4.148], [-1.446, -0.284, 5.839], [-2.812, -0.678, 4.838], [0.251, 3.103, 0.956], [-0.233, 3.436, 2.820], [0.970, 3.176, 3.658], [0.541, 3.667, 5.505], [-0.996, 2.699, 3.076], [-0.694, 4.409, 2.959], [1.863, 3.693, 3.314], [1.205, 2.119, 3.734], [4.301, -3.488, -0.125], [3.190, -3.037, 1.401], [3.957, -3.124, 2.710], [2.633, -2.549, 4.051], [2.287, -3.632, 1.318], [2.927, -1.989, 1.288], [4.804, -2.449, 2.711], [4.257, -4.142, 2.936], [1.934, -5.215, -2.607], [2.558, -3.555, -3.358], [1.847, -2.320, -2.784], [0.002, -2.357, -3.358], [2.334, -3.638, -4.418], [3.636, -3.513, -3.221], [2.407, -1.488, -3.205], [1.852, -2.312, -1.700], [-1.146, -5.049, 1.160], [-2.062, -3.520, 0.327], [-3.362, -4.042, -0.272], [-4.240, -2.700, -1.367], [-1.461, -3.097, -0.471], [-2.233, -2.866, 1.178], [-4.095, -4.450, 0.419], [-3.103, -4.891, -0.905], [-1.853, 6.195, -0.266], [-1.573, 4.761, -1.603], [-2.681, 4.660, -2.603], [-4.307, 3.803, -1.884], [-1.468, 3.843, -1.040], [-0.648, 5.087, -2.068], [-2.460, 4.217, -3.572], [-3.010, 5.656, -2.907]],
  "forces_ev_per_a": [[-0.94, 0.08, -0.46], [0.66, 0.11, 0.68], [0.33, 0.06, 0.24], [-0.09, -0.04, -0.35], [0.10, -0.01, 0.02], [0.14, -0.15, -0.06], [-0.03, -0.09, -0.20], [-0.08, 0.10, 0.15], [0.15, 0.30, 0.27], [-0.17, 0.75, 0.47], [-0.53, -0.72, -0.21], [-0.18, -0.04, 0.34], [-0.15, -0.08, 0.00], [0.15, -0.22, -0.40], [0.57, -0.37, -0.24], [0.06, 0.47, -0.27], [2.58, 0.99, -4.08], [-0.37, -0.26, -0.44], [0.83, 0.35, -0.98], [0.41, -0.06, -0.10], [0.21, -0.11, 0.35], [0.17, 0.31, 0.37], [-0.32, -0.15, 0.74], [0.06, 0.20, 0.19], [0.01, -0.11, -0.28], [-0.89, -0.38, 0.69], [0.50, 0.79, 0.94], [-0.37, -0.37, -0.21], [0.48, -0.21, -0.26], [-0.24, -0.73, 0.28], [-0.69, 0.03, -0.20], [-0.07, 0.07, -0.14], [0.38, 0.26, 0.28], [-2.53, -0.16, 0.62], [0.36, 0.10, 1.07], [-1.73, -3.16, 2.33], [-1.14, -1.01, 1.53], [-0.04, -0.43, 0.51], [-0.05, 0.27, 0.02], [-0.07, 0.10, -0.47], [0.00, 0.51, 0.06], [-0.11, 0.43, -0.46], [0.37, -0.09, 0.50], [0.44, 0.39, -0.07], [1.21, 1.47, -1.76], [0.46, 0.33, -0.40], [-0.12, 0.25, 0.27], [-0.11, -0.10, -0.24], [0.25, -0.12, 0.14], [0.24, 0.73, -0.01], [-0.89, -0.46, -0.46], [0.57, -0.17, 0.09], [0.09, -0.21, 0.31], [-0.19, 0.02, -0.33], [-0.01, 0.05, 0.19], [0.03, 0.07, 0.21], [-0.07, -0.25, 0.23], [-0.43, 0.32, -0.03], [0.92, -1.22, -0.46], [-0.12, 0.34, 0.07], [0.14, 0.12, -0.05], [-0.03, 0.09, 0.18], [-0.60, 0.45, 0.13], [0.06, 0.10, 0.05], [0.04, 0.16, -0.51], [-0.85, -0.53, 0.40], [0.40, -0.84, -0.18], [0.07, -0.21, 0.13], [0.29, -0.02, 0.20], [0.07, 0.35, -0.22], [0.12, 0.45, 0.36], [-0.10, 0.27, -0.36], [-0.19, -0.47, -0.30], [-0.02, 0.23, 0.25], [-1.12, 1.19, -0.53], [1.00, 0.92, -0.73], [0.27, 0.01, 0.00], [0.07, -0.35, -0.13], [0.40, -0.71, 0.42], [-0.07, 0.01, 0.32]],
  "energy_ev": -1422236.8041,
  "lumo_ha": -0.0014,
  "homo_lumo_gap_ev": 9.5,
  "total_charge": 0,
  "relative_energy_ev": 4.1517,
  "largest_force_ha_per_bohr": 0.0959
}

3.
{
  "formula": "C8H6N2OS",
  "method": "the ωB97M-V functional and the def2-TZVPD basis",
  "symbols": ["O", "C", "C", "C", "S", "N", "C", "C", "C", "C", "C", "N", "H", "H", "H", "H", "H", "H"],
  "xyz": [[0.490, -2.473, 0.178], [0.289, -1.556, 0.865], [0.113, -1.643, 2.429], [-0.118, -0.465, 3.028], [-0.239, 0.861, 1.934], [0.107, -0.178, 0.645], [0.006, 0.277, -0.704], [1.140, 0.853, -1.341], [1.074, 1.385, -2.556], [-0.207, 1.238, -3.203], [-1.277, 0.663, -2.529], [-1.149, 0.193, -1.306], [0.156, -2.393, 2.938], [-0.294, -0.481, 4.280], [2.270, 0.577, -0.716], [1.802, 1.764, -3.127], [-0.306, 1.528, -4.206], [-2.548, 0.397, -2.845]],
  "forces_ev_per_a": [[0.70, -1.91, -3.23], [-1.38, 2.60, 6.81], [-0.25, 9.16, -6.71], [-0.56, -1.20, 3.31], [0.03, -0.01, 0.34], [0.36, -1.02, -2.02], [0.98, 1.19, -0.67], [3.92, -2.57, 4.90], [-5.16, -1.54, -0.84], [0.19, -0.04, 1.21], [-3.41, -0.99, -1.05], [-0.17, -0.21, 1.51], [0.65, -8.91, 5.25], [0.50, 0.76, -4.00], [-3.59, 1.43, -2.00], [3.02, 1.37, -1.63], [-0.21, 0.54, -1.16], [4.39, 1.34, -0.04]],
  "energy_ev": -24252.0125,
  "smiles": "O=c1ccsn1-c1ccccn1",
  "lumo_ha": 0.0199,
  "homo_lumo_gap_ev": 9.1,
  "total_charge": 0,
  "relative_energy_ev": 4.2476,
  "largest_force_ha_per_bohr": 0.2209
}